Here is a structure of composition C5H11IrN5O4S2 at a distorted geometry from the Open Molecules 2025 dataset. Energies are from ωB97M-V/def2-TZVPD.

```
28
Properties=species:S:1:pos:R:3
Ir -0.402 0.810 0.389
N 0.050 2.945 0.974
N 1.070 3.448 0.159
C 1.680 2.668 -0.769
N 2.619 3.221 -1.497
N 1.230 1.384 -0.825
N 1.876 0.436 -1.723
O 1.464 -0.678 -1.651
O 2.773 0.808 -2.451
H -0.793 3.509 0.852
H 0.316 3.005 1.959
H 1.354 4.407 0.289
H 2.892 4.185 -1.370
H 3.115 2.663 -2.176
C -0.416 -3.613 1.435
C -0.573 -2.293 0.747
S 0.448 -1.110 1.255
C -1.497 -2.043 -0.296
C -2.521 -3.024 -0.783
S -1.446 -0.606 -1.063
H 0.384 -3.587 2.174
H -0.191 -4.399 0.711
H -1.345 -3.887 1.945
H -2.364 -4.024 -0.389
H -2.539 -3.064 -1.875
H -3.514 -2.688 -0.475
O -1.902 0.549 1.614
O -1.768 0.979 2.838
```

Properties
ΔE to the lowest compared entry with this formula, charge and spin: 18.4 kcal/mol
Kohn-Sham gap (alpha / beta): 0.230 / 0.210 hartree
Lowest unoccupied orbital energy (alpha / beta): -9.96 / -9.98 eV
Net charge: +2
Multiplicity: 2
<S²>: 0.76

Here is a cluster of 4 separate species, C25H43N4O7S3 in total at a distorted geometry from the Open Molecules 2025 dataset. Energies are from ωB97M-V/def2-TZVPD.

```
82
Properties=species:S:1:pos:R:3
C 0.653 -6.483 2.469
C 0.244 -4.875 2.542
C -1.295 -4.315 2.685
C -1.550 -2.688 2.774
C -0.329 -1.553 2.734
C -0.653 0.082 2.841
C -1.877 0.248 3.961
C -1.176 0.721 1.418
C 1.237 -2.117 2.575
O 2.371 -1.134 2.545
C 3.501 -1.724 3.280
N 4.499 -0.729 3.831
N 5.024 -1.144 5.053
C 6.025 -0.088 5.471
N 6.040 0.970 4.388
C 5.047 0.577 3.301
N 4.716 1.169 2.108
C 1.454 -3.760 2.468
H -0.298 -7.176 2.643
H 1.267 -6.771 1.515
H 1.360 -6.695 3.399
H -2.180 -5.102 2.733
H -2.656 -2.322 2.902
H 0.334 0.610 3.218
H -1.982 1.394 4.192
H -2.872 -0.188 3.480
H -1.563 -0.396 4.907
H -1.468 1.853 1.657
H -0.357 0.764 0.576
H -2.187 0.218 1.050
H 3.037 -2.283 4.228
H 4.065 -2.485 2.585
H 4.807 -2.005 5.600
H 6.639 -0.211 6.459
H 4.423 2.187 2.030
H 4.830 0.630 1.221
H 2.551 -4.185 2.345
C -6.746 -0.259 -1.417
C -6.840 1.257 -1.253
C -5.650 1.702 -0.404
S -4.353 0.509 -0.698
O -4.101 -0.209 0.533
O -3.293 1.135 -1.462
C -5.297 -0.545 -1.782
H -7.434 -0.629 -2.182
H -6.998 -0.750 -0.469
H -6.789 1.734 -2.239
H -7.787 1.556 -0.793
H -5.300 2.697 -0.692
H -5.891 1.686 0.662
H -5.013 -1.588 -1.630
H -5.083 -0.242 -2.812
C 6.463 -2.303 -1.394
C 5.963 -1.892 -2.778
C 5.590 -0.412 -2.710
S 6.620 0.305 -1.439
O 5.773 0.735 -0.347
O 7.596 1.182 -2.055
C 7.429 -1.210 -0.963
H 6.948 -3.284 -1.412
H 5.619 -2.355 -0.696
H 6.764 -2.038 -3.513
H 5.110 -2.500 -3.097
H 5.779 0.094 -3.660
H 4.545 -0.276 -2.417
H 7.625 -1.208 0.110
H 8.370 -1.275 -1.518
C -3.185 4.312 -5.489
C -3.694 5.660 -4.981
C -5.060 5.422 -4.339
S -5.048 3.736 -3.750
O -6.023 2.977 -4.505
O -5.021 3.737 -2.301
C -3.422 3.327 -4.354
H -2.128 4.357 -5.768
H -3.758 4.011 -6.374
H -2.998 6.054 -4.230
H -3.760 6.398 -5.786
H -5.233 6.099 -3.499
H -5.868 5.520 -5.069
H -3.394 2.285 -4.677
H -2.712 3.488 -3.538
```

Properties
Kohn-Sham gap: 0.239 hartree
Lowest unoccupied orbital energy: -3.67 eV
Net charge: +1

Here is a cluster of 11 separate species, C18H58O11 in total at a distorted geometry from the Open Molecules 2025 dataset. Energies are from ωB97M-V/def2-TZVPD.

```
87
Properties=species:S:1:pos:R:3
C -1.656 -3.691 2.422
C -2.397 -3.556 1.097
O -2.883 -4.804 0.633
H -0.949 -2.857 2.459
H -1.035 -4.586 2.488
H -2.316 -3.676 3.290
H -1.669 -3.183 0.374
H -3.182 -2.797 1.154
H -3.112 -5.380 1.364
C 1.005 0.230 4.936
C 1.589 -0.949 5.703
O 0.927 -2.162 5.455
H 1.590 1.136 5.102
H -0.004 0.500 5.261
H 0.968 0.015 3.869
H 1.676 -0.687 6.763
H 2.628 -1.005 5.347
H 1.564 -2.857 5.303
C 0.174 -0.873 0.240
C 0.309 0.341 1.112
O -0.143 1.496 0.395
H -0.831 -1.042 -0.146
H 0.387 -1.726 0.900
H 0.888 -0.878 -0.581
H 1.337 0.534 1.440
H -0.321 0.286 2.001
H 0.259 1.527 -0.481
C -1.111 -3.732 -2.698
C -0.368 -4.964 -3.182
O 0.910 -4.628 -3.673
H -0.543 -3.014 -2.093
H -1.877 -4.027 -1.976
H -1.566 -3.093 -3.452
H -1.018 -5.345 -3.984
H -0.378 -5.785 -2.459
H 1.409 -5.387 -3.992
C 3.180 3.785 -1.199
C 3.085 2.279 -1.081
O 2.052 1.741 -1.912
H 3.020 4.148 -2.214
H 4.144 4.204 -0.900
H 2.458 4.267 -0.534
H 3.111 1.979 -0.033
H 4.027 1.883 -1.477
H 2.506 1.253 -2.603
C -0.104 4.027 -3.088
C -1.395 4.828 -2.950
O -2.477 3.923 -2.766
H 0.727 4.674 -3.365
H -0.124 3.210 -3.811
H 0.083 3.519 -2.140
H -1.565 5.315 -3.916
H -1.317 5.560 -2.145
H -3.307 4.218 -3.142
C -2.900 4.957 3.135
C -1.463 4.438 3.209
O -0.904 4.574 1.892
H -3.621 4.535 3.843
H -3.299 4.791 2.136
H -3.066 6.018 3.347
H -1.430 3.357 3.373
H -0.909 4.918 4.018
H -0.609 3.696 1.638
C -0.156 -0.696 -4.179
O -0.270 -1.645 -5.223
H 0.889 -0.387 -4.091
H -0.837 0.114 -4.438
H -0.458 -0.972 -3.162
H 0.111 -2.485 -4.936
C -3.767 2.613 -0.154
O -4.385 2.091 -1.299
H -2.687 2.424 -0.067
H -3.764 3.711 -0.092
H -4.274 2.190 0.713
H -4.026 2.558 -2.061
C 2.724 -2.066 -2.213
O 3.109 -3.000 -3.210
H 3.613 -1.441 -2.083
H 1.790 -1.523 -2.375
H 2.623 -2.578 -1.242
H 2.459 -3.731 -3.146
C 2.657 -3.360 2.897
O 3.810 -3.325 2.074
H 2.097 -4.293 2.769
H 2.952 -3.327 3.942
H 1.980 -2.552 2.611
H 3.647 -3.800 1.257
```

Properties
ΔE to the lowest compared entry with this formula, charge and spin: 121.3 kcal/mol
SMILES: CCO.CCO.CCO.CCO.CCO.CCO.CCO.CO.CO.CO.CO
Kohn-Sham gap: 0.362 hartree
Lowest unoccupied orbital energy: 0.28 eV
Net charge: 0